# 1
The following is a DFT calculation (wB97M-V/def2-TZVPD) of a 2-piece molecular cluster, C4H9N2O overall at a distorted geometry.

Computed properties:
energy above the lowest of the compared OMol25 structures with the same formula, charge and spin = 29.6 kcal per mole
energy = -9314.7343 eV

The geometry in ORCA input format:
```
! RIJCOSX wB97M-V def2-TZVPD def2/J DEFGRID3
* xyz 1 1
C -2.2738 -0.6825 -0.2245
C -1.1495 0.1713 0.2834
C -0.5455 1.2574 -0.3745
N 0.7495 1.3928 0.0604
C 0.9925 0.4985 1.0906
N -0.1683 -0.2485 1.1989
H -2.6913 -0.2191 -1.0996
H -3.0297 -0.7406 0.5403
H -1.8946 -1.8090 -0.4617
H -0.8005 1.9389 -1.1446
H 1.4975 2.0299 -0.2405
H 2.0027 0.3064 1.6046
H -0.2664 -1.1613 1.6736
H 2.6327 -1.1627 -1.6682
H 2.7842 -0.9212 -0.2805
O 2.1605 -0.6503 -0.9577
*
```

---

# 2
The following is a DFT calculation (wB97M-V/def2-TZVPD) of C24H43GaO15PS4 as an isolated structure at a distorted geometry.

Computed properties:
energy = -161287.4275 eV

The geometry in ORCA input format:
```
! RIJCOSX wB97M-V def2-TZVPD def2/J DEFGRID3
* xyz -1 1
C -6.9015 2.9487 2.0300
O -6.2768 1.6231 2.1977
C -6.4384 0.7771 1.0044
C -5.0952 0.6221 0.0756
C -3.8477 -0.1759 0.8193
C -2.4341 0.6046 0.5018
C -1.0915 -0.3398 0.6423
Ga 0.1960 0.1996 2.1659
C -0.1424 2.1791 2.8088
C -1.5063 2.1397 3.7717
O -1.9470 3.1678 4.5005
C 2.1895 -0.2242 1.8263
C 2.8668 0.5584 0.5560
C 2.5412 -0.3145 -0.8302
O 2.5240 1.9842 0.4421
C 3.7114 2.8327 0.2431
C 4.0829 3.0090 -1.3782
C 4.9237 1.8535 -2.2230
C 5.2091 2.0727 -3.8255
C 4.7135 3.3905 -4.6779
C 3.9226 4.5756 -3.8478
C 3.6309 4.3571 -2.2451
P -0.4302 -1.1385 4.0382
S 0.1362 -0.2694 5.7072
H -6.4342 3.5743 1.1447
H -6.6571 3.5525 3.0296
H -8.0646 2.9329 1.8994
H -6.9233 -0.2655 1.3123
H -7.2643 1.3062 0.3267
H -4.6928 1.7069 -0.1934
H -5.4240 0.0094 -0.8880
H -3.8664 -1.2967 0.4646
H -4.0995 -0.1780 1.9783
H -2.4752 1.0275 -0.6139
H -2.4004 1.5456 1.1966
H -0.6114 -0.4195 -0.4218
H -1.4882 -1.4327 0.9088
H -0.3631 2.8911 1.9069
H 0.7368 2.5452 3.5049
H -2.1807 1.1561 3.7898
H 2.3268 -1.3874 1.7094
H 2.8036 0.0941 2.7982
H 4.0480 0.4560 0.6969
H 3.3427 -1.1962 -0.8306
H 2.6233 0.3319 -1.8022
H 1.4929 -0.8340 -0.8106
H 4.6418 2.5441 0.8924
H 3.4021 3.9313 0.5933
H 5.2828 0.8746 -1.6653
H 5.7810 1.2216 -4.3929
H 4.9250 3.4647 -5.8297
H 3.5789 5.5570 -4.4307
H 3.0582 5.2234 -1.6848
H 0.1694 -2.4499 3.9875
H -1.8925 -1.2250 4.1061
C 2.9599 -6.2521 5.4141
C 1.5175 -5.9088 5.7765
O 1.3947 -4.5093 5.5337
S 2.3688 -4.0996 4.2913
O 1.5705 -4.0601 3.0861
O 3.2118 -3.0051 4.7132
O 3.2624 -5.4629 4.2648
H 3.6471 -5.9635 6.2160
H 3.0878 -7.3148 5.1913
H 1.2830 -6.1416 6.8179
H 0.8118 -6.4286 5.1198
C 5.6710 -2.9299 -3.4584
C 6.7365 -3.8028 -4.1161
O 7.4349 -2.9335 -5.0045
S 7.4473 -1.4295 -4.3735
O 8.7090 -1.2358 -3.6939
O 6.9398 -0.5127 -5.3676
O 6.2932 -1.6639 -3.2461
H 4.8160 -2.7815 -4.1259
H 5.3229 -3.3476 -2.5100
H 6.3058 -4.6463 -4.6610
H 7.4525 -4.1755 -3.3760
C -7.8053 2.4457 -4.2810
C -8.0357 2.3054 -2.7787
O -8.4263 0.9477 -2.5862
S -7.6797 0.0187 -3.6997
O -6.5042 -0.5611 -3.0888
O -8.6800 -0.7671 -4.3840
O -7.1977 1.2213 -4.6894
H -8.7541 2.5505 -4.8171
H -7.1567 3.2922 -4.5219
H -8.8082 2.9847 -2.4105
H -7.1084 2.4724 -2.2205
*
```

---

# 3
The following is a DFT calculation (wB97M-V/def2-TZVPD) of a single C3H4FN molecule at a distorted geometry.

Computed properties:
energy above the lowest of the compared OMol25 structures with the same formula, charge and spin = 96.8 kcal per mole
SMILES string = C=N/C=C/F
energy = -7378.3393 eV

The geometry in ORCA input format:
```
! RIJCOSX wB97M-V def2-TZVPD def2/J DEFGRID3
* xyz 0 1
C -1.1559 0.0117 -0.0005
C 1.7048 -0.1643 -0.0498
C -2.5330 0.5586 0.0575
N 0.4213 0.2225 -0.1949
F -3.4951 -0.3520 -0.0695
H -1.2627 -1.0575 -0.1657
H 2.3789 0.3257 -0.7288
H 2.0407 -0.8726 0.6995
H -2.8354 1.5730 0.2122
*
```

---

# 4
The following is a DFT calculation (wB97M-V/def2-TZVPD) of a 2-piece molecular cluster, C3ClO4 overall at a distorted geometry.

Computed properties:
energy above the lowest of the compared OMol25 structures with the same formula, charge and spin = 14.6 kcal per mole
energy = -23823.3950 eV

The geometry in ORCA input format:
```
! RIJCOSX wB97M-V def2-TZVPD def2/J DEFGRID3
* xyz -1 1
C 0.8198 1.3756 -0.4550
C -1.0824 -0.7999 -0.0003
C 0.2003 -0.4211 0.4628
O -1.1666 -0.3876 1.2355
O 0.4120 1.1203 -1.5427
O -1.8554 -1.2967 -0.7682
O 1.4252 2.1792 0.1900
Cl 1.2472 -1.7697 0.8779
*
```

---

HOMO-LUMO gap, record by record: 10.2, 5.9, 8.7, 8.2 eV